Below is C61H48AuF5N8O7S6 as an isolated structure, with properties calculated with ωB97M-V/def2-TZVPD.

The total energy comes out at -6341.78841 hartree. The calculation puts the HOMO energy at -0.295 Eh. Its HOMO-LUMO gap is 5.53 eV.

Each line ends with the Löwdin charge.
Cartesian coordinates (Å):
1 Au -1.20041 -0.45528 0.24620  1.01
2 S -3.00507 1.91556 0.77726  0.81
3 S -0.06360 -0.70112 2.36056  0.80
4 S -0.81007 3.64490 0.35169  1.15
5 S 1.57609 -1.40672 -0.85237  0.73
6 S 3.00763 2.34230 -0.71591  0.79
7 S 2.54642 -8.52527 -0.60181  0.46
8 F -0.84229 -3.30333 3.63759  0.09
9 F -3.59884 0.87156 5.71669  0.12
10 F -1.63756 1.35024 3.98417  0.09
11 F -4.18038 -1.66495 6.45763  0.14
12 F -2.71709 -3.73452 5.49120  0.14
13 O 3.24243 -7.26110 -0.38957  -0.41
14 O 3.26216 -9.47895 -1.41540  -0.32
15 O 2.03320 -1.27173 0.49353  -0.37
16 O 1.88913 -9.06202 0.57428  -0.32
17 O -0.78839 2.59185 -2.82373  0.07
18 O -1.25037 1.18466 -1.19074  -0.27
19 O 0.12053 -1.60275 -1.04518  -0.42
20 N 0.74672 -8.71278 -2.67096  0.12
21 N -2.43738 0.61045 1.32813  -0.39
22 N 2.64536 3.62367 -1.28039  -0.28
23 N -2.34470 3.34487 0.82259  -0.46
24 N 1.95114 0.02007 -1.64040  -0.24
25 N -2.09128 -2.82663 -0.21856  -0.01
26 N 0.50972 -6.91802 -1.15339  0.17
27 N 1.82831 1.08920 -0.75217  -0.15
28 C 3.51081 -6.71559 -2.86649  -0.04
29 C 0.78407 3.22596 3.97375  -0.07
30 C -6.21041 1.19947 3.07427  -0.06
31 C -1.99944 -4.41753 -1.99960  0.00
32 C 4.23160 3.69757 2.82621  -0.07
33 C -0.30180 -8.24586 -3.33991  -0.11
34 C 3.12798 -5.33814 -2.41161  -0.21
35 C 6.00536 -0.30400 -1.52566  -0.06
36 C -0.53326 -6.46659 -1.82746  -0.22
37 C 4.05795 2.62788 3.69484  -0.08
38 C 2.29741 -3.11679 -2.92748  -0.06
39 C 2.34572 -2.80463 -1.57169  -0.28
40 C -2.41565 -3.22327 -1.44911  -0.15
41 C 4.91011 0.27210 -0.90705  -0.06
42 C 3.40110 2.35282 1.03160  -0.30
43 C 0.16496 5.69931 -1.08990  -0.07
44 C -4.17059 0.43252 -1.19047  -0.09
45 C -0.81196 -4.82590 0.02372  0.03
46 C 1.12763 -8.01074 -1.60376  -0.36
47 C -3.22655 -1.44287 5.55994  -0.13
48 C 0.08796 6.91872 -1.74224  -0.05
49 C -5.11641 1.34824 -3.20130  -0.06
50 C 1.39879 0.27923 -3.00583  -0.12
51 C -4.37858 2.17004 1.88737  -0.29
52 C 4.90935 2.03691 -2.56853  -0.07
53 C -0.00554 4.08850 1.88900  -0.35
54 C -4.81930 0.25227 -2.40157  -0.06
55 C 6.00345 1.44345 -3.18801  -0.07
56 C -6.46671 2.43309 3.66045  -0.06
57 C 3.54106 1.42678 3.23075  -0.07
58 C 3.89620 3.56805 1.48756  -0.07
59 C 3.20879 1.27979 1.89047  -0.08
60 C -2.22373 7.13858 -1.10206  -0.07
61 C -1.52707 -2.25510 4.09136  -0.23
62 C -2.49135 -2.49979 5.05139  -0.14
63 C 2.76855 -3.74730 -0.63237  -0.03
64 C 2.71198 -4.37181 -3.33161  -0.02
65 C -4.12016 2.82284 -1.58345  -0.04
66 C -1.13382 -5.22232 -1.27092  -0.12
67 C -1.95726 0.08044 4.22088  -0.24
68 C 4.37438 1.43933 -1.44273  -0.31
69 C 3.15032 -5.00936 -1.05888  -0.01
70 C -5.66914 3.52646 3.36375  -0.06
71 C -1.33588 -3.64608 0.51645  -0.14
72 C -2.94178 -0.14892 5.16256  -0.14
73 C -0.12736 0.32481 -3.16472  -0.08
74 C -2.16213 5.92243 -0.43583  -0.08
75 C -0.98146 -7.09490 -2.98083  0.01
76 C -4.77112 2.62829 -2.79257  -0.05
77 C 6.54952 0.28243 -2.66527  -0.07
78 C 0.28497 3.00070 2.70250  -0.10
79 C -1.26458 -0.96933 3.60706  -0.48
80 C -0.96554 5.22724 -0.43802  -0.40
81 C -3.82707 1.72020 -0.79925  -0.32
82 C -4.61048 3.40224 2.47352  -0.05
83 C -5.16128 1.05961 2.18427  -0.06
84 C 0.20676 5.39172 2.30969  -0.05
85 C -0.77120 1.45913 -2.37970  -0.63
86 C 1.00567 4.52581 4.41038  -0.06
87 C 0.72213 5.60172 3.58117  -0.06
88 C -1.10305 7.63428 -1.75285  -0.07
89 H -6.82050 0.34181 3.32423  0.11
90 H -5.86240 4.48246 3.83155  0.11
91 H 0.88791 6.61350 3.92690  0.11
92 H -0.56197 -0.61948 -2.85576  0.09
93 H -0.15003 -5.44177 0.61805  0.13
94 H 0.89120 1.48446 -0.68073  0.06
95 H 4.11683 -7.22491 -2.12072  0.07
96 H -5.00059 3.47943 -3.41943  0.11
97 H 6.42981 1.89358 -4.07474  0.11
98 H -3.96197 4.23679 2.25348  0.10
99 H -3.15088 7.69625 -1.11124  0.11
100 H 1.95198 -2.40709 -3.66249  0.09
101 H 2.70048 -4.61499 -4.38726  0.12
102 H -5.09378 -0.74429 -2.72246  0.11
103 H 4.46440 2.95544 -2.93321  0.10
104 H 2.78230 -3.50130 0.41940  0.12
105 H -1.06967 -3.30003 1.50118  0.07
106 H 0.95983 7.30247 -2.25461  0.11
107 H 1.83547 1.23619 -3.29242  0.13
108 H 1.80769 -0.48010 -3.66683  0.10
109 H 4.32189 2.73383 4.73942  0.11
110 H 7.40339 -0.17509 -3.14774  0.11
111 H -1.82159 -6.74136 -3.56023  0.10
112 H -2.29282 -4.66759 -3.00946  0.11
113 H 1.39872 4.70182 5.40326  0.11
114 H 0.99073 2.38288 4.61942  0.11
115 H 3.39343 0.59511 3.90773  0.11
116 H 6.43910 -1.20761 -1.11811  0.11
117 H -0.01877 6.23046 1.66642  0.11
118 H -3.82307 3.81231 -1.26647  0.10
119 H 3.99611 4.39107 0.79205  0.11
120 H -0.60015 -8.80975 -4.21828  0.11
121 H -3.02209 5.52563 0.08541  0.09
122 H 4.05755 -6.68019 -3.80995  0.09
123 H -5.61519 1.20273 -4.15041  0.11
124 H 2.61500 -7.31904 -3.02269  0.06
125 H 4.47299 -0.18820 -0.03074  0.10
126 H 0.10022 1.98653 2.36308  0.05
127 H -3.02731 -2.53778 -2.02828  0.10
128 H 2.78408 0.35413 1.53191  0.06
129 H -7.28982 2.53924 4.35457  0.11
130 H 4.63218 4.63447 3.19069  0.11
131 H -1.15740 8.58114 -2.27392  0.11
132 H -3.92651 -0.41274 -0.55733  0.09
133 H 1.08285 5.11793 -1.09115  0.06
134 H -4.93124 0.10121 1.73955  0.11
135 H -0.33956 0.48524 -4.22156  0.13
136 H 3.44692 -5.75312 -0.32718  0.07

---

Below is C26H32EuNO5S as an isolated structure, with properties calculated with ωB97M-V/def2-TZVPD.

Its net charge is -1. The total energy comes out at -2549.38574 hartree. The calculation puts the HOMO energy (spin up / spin down) at -0.126 / -0.136 Eh. Its multiplicity is 8. Its HOMO-LUMO gap (spin up / spin down) is 5.82 / 6.10 eV. As for the expectation value of S²: 15.7608.

Each line ends with the Löwdin spin population.
Cartesian coordinates (Å):
1 Eu -0.13518 -0.87307 1.29694  7.03
2 S -2.03415 -3.10200 0.16725  0.00
3 O -0.70448 -2.81727 -0.42747  0.00
4 O 0.33027 1.67947 -2.75847  0.00
5 O -3.17691 -2.57438 -0.53746  0.00
6 O 1.95275 3.53429 -2.16877  0.00
7 O -2.16086 -3.02361 3.91881  0.00
8 N -1.84498 -2.53012 1.70411  -0.01
9 C -1.76385 0.92558 2.94462  0.00
10 C 0.63842 0.28689 -3.15243  0.00
11 C 0.83948 -1.56567 3.65274  0.00
12 C 1.43555 -0.29178 3.37066  0.00
13 C -2.76374 -0.06481 2.67867  0.00
14 C 2.09004 0.94117 -1.31552  0.00
15 C -3.00001 -5.84115 2.83286  0.00
16 C 0.73325 1.64223 -1.35254  0.00
17 C -2.87920 -5.79975 0.00900  0.00
18 C -3.41756 -6.91201 0.67306  0.00
19 C 2.36909 -0.47331 2.31176  0.00
20 C 1.44994 -2.54095 2.80160  0.00
21 C -1.55204 1.67644 1.74199  0.00
22 C 0.59466 5.51510 -2.69175  0.00
23 C 1.99084 4.96305 -2.46138  0.00
24 C 2.02063 -0.02603 -2.53031  0.00
25 C -2.47812 -4.72584 2.16253  0.00
26 C -3.45830 -6.93017 2.07866  0.00
27 C -2.41456 1.13758 0.73037  0.00
28 C -3.15214 0.05915 1.31147  0.00
29 C 2.36717 -1.85735 1.93757  0.00
30 C 2.49832 3.24228 -3.49022  0.00
31 C -2.39916 -4.73245 0.77093  0.00
32 C -2.16477 -3.39173 2.74163  0.00
33 C 2.70840 5.55736 -1.26741  0.00
34 C 2.76391 4.70854 -3.78374  0.00
35 H 2.97925 0.32436 1.86247  0.00
36 H 2.01497 5.52258 -0.41516  0.00
37 H -3.91230 -0.54043 0.80031  0.00
38 H -3.15657 -0.77377 3.40328  0.00
39 H -3.87590 -7.79622 2.58574  0.00
40 H -3.03504 -5.84159 3.92346  0.00
41 H -2.53171 1.51535 -0.28897  0.00
42 H 2.93644 -2.30165 1.12479  0.00
43 H 0.01198 5.49501 -1.76241  0.00
44 H 2.10655 -1.07398 -2.19726  0.00
45 H 1.17762 0.65292 3.84424  0.00
46 H -2.86245 -5.73025 -1.07690  0.00
47 H 0.56775 0.14698 -4.23032  0.00
48 H -1.27616 1.09348 3.90773  0.00
49 H 2.99278 6.61200 -1.38341  0.00
50 H 2.80541 0.21759 -3.24656  0.00
51 H -0.00439 -1.74291 4.33234  0.00
52 H 2.27386 0.38299 -0.39157  0.00
53 H 1.25367 -3.60978 2.82052  0.00
54 H 2.29458 5.02039 -4.70383  0.00
55 H -0.12608 -0.39205 -2.70255  0.00
56 H 0.62202 6.56444 -3.00672  0.00
57 H 2.88361 1.69476 -1.41321  0.00
58 H 3.38759 2.60852 -3.46107  0.00
59 H -0.90634 2.55032 1.63530  0.00
60 H 3.57641 4.94628 -0.99957  0.00
61 H 0.76107 2.64320 -0.93102  0.00
62 H -3.81360 -7.75293 0.10033  0.00
63 H 0.00069 1.03892 -0.74765  0.00
64 H 1.69330 2.82556 -4.08836  0.00
65 H 3.81821 4.96279 -3.73986  0.00
66 H 0.06004 4.94142 -3.45386  0.00

---

Below is an isolated molecule of C16H16Cl3F2N3O2, with properties calculated with ωB97M-V/def2-TZVPD.

The total energy comes out at -2514.29218 hartree. The structure (SMILES) is CON(C(=O)c1cn(C)nc1C(F)F)[C@@H](C)Cc1c(Cl)cc(Cl)cc1Cl. The calculation puts the HOMO energy at -0.343 Eh. Its HOMO-LUMO gap is 9.82 eV.

Each line ends with the Löwdin charge.
Cartesian coordinates (Å):
1 Cl 4.18454 2.33663 6.22726  0.66
2 Cl -0.41225 2.09328 3.37041  0.72
3 Cl 4.47964 1.00498 0.95165  0.70
4 F -0.63396 0.51538 -5.66605  0.08
5 F 0.26164 -1.25013 -4.76431  0.03
6 O -1.55664 -1.02653 0.70216  -0.13
7 O 0.53510 0.54325 -1.74817  0.07
8 N -2.76185 -0.49541 -4.09150  0.17
9 N -0.45625 -0.33041 0.07518  0.00
10 N -3.58809 -0.59756 -3.01040  -0.17
11 C 0.74113 -0.20556 0.92142  -0.29
12 C -1.57969 -0.20400 -3.60899  -0.13
13 C 1.97404 2.10152 4.64593  -0.13
14 C -0.46860 0.04167 -1.26428  -0.36
15 C -0.34052 -0.02560 -4.47955  -0.31
16 C 2.04308 1.44149 2.29581  -0.22
17 C 1.83864 -1.20004 0.43951  -0.03
18 C -2.90487 -0.49112 -1.82477  0.01
19 C -4.98958 -0.91251 -3.14508  -0.02
20 C 3.46749 1.33948 2.36509  -0.55
21 C 4.10743 1.59963 3.57801  -0.12
22 C 3.35065 1.97173 4.72616  -0.63
23 C 1.31711 1.83071 3.44585  -0.57
24 C 1.27539 1.22862 0.98504  -0.15
25 C -1.35185 -2.42660 0.62451  -0.08
26 C -1.60061 -0.22500 -2.15592  -0.06
27 H -3.28952 -0.47883 -0.81102  0.14
28 H 2.25279 -0.91495 -0.54034  0.08
29 H -0.51197 -2.75040 1.23858  0.08
30 H -2.20666 -3.01344 0.92397  0.08
31 H 0.48879 1.96720 0.88450  0.10
32 H -5.18443 -1.91096 -2.76057  0.09
33 H -5.56313 -0.12153 -2.62407  0.10
34 H 1.97398 1.43686 0.16879  0.09
35 H -5.30611 -0.89049 -4.15424  0.07
36 H 1.41979 -2.18499 0.31053  0.06
37 H -1.20400 -2.70316 -0.45846  0.11
38 H 5.19883 1.59344 3.64350  0.11
39 H 1.42341 2.42840 5.48674  0.09
40 H 0.41364 0.56899 -3.99169  0.13
41 H 0.48240 -0.47520 1.94033  0.14
42 H 2.68111 -1.20881 1.14845  0.07

---

Below is C47H48Br2FN3O5PbSi as an isolated structure, with properties calculated with ωB97M-V/def2-TZVPD.

Its net charge is -2. The total energy comes out at -8090.63713 hartree. The calculation puts the HOMO energy at -0.093 Eh. Its HOMO-LUMO gap is 6.33 eV.

Each line ends with the Löwdin charge.
Cartesian coordinates (Å):
1 Pb 0.64536 -0.76260 0.32561  1.35
2 Br 1.06272 2.12410 5.73768  0.65
3 Br -2.27606 -2.63387 -0.32749  0.75
4 Si 4.51378 -2.97097 0.04052  0.60
5 F 3.90717 4.85640 1.23945  -0.01
6 O 0.80855 -3.45436 4.98617  -0.03
7 O 0.35993 4.85196 -5.02867  0.09
8 O 2.17718 4.23348 -6.19257  0.07
9 O -1.62297 0.33446 0.10860  -0.29
10 O 1.79288 -2.96016 2.97625  -0.07
11 N 2.81779 -2.92369 -0.53027  -0.12
12 N 1.44783 -0.64952 -2.03739  -0.08
13 N 0.82925 -0.45011 4.73173  0.11
14 C 4.79853 -4.54107 1.09148  -0.15
15 C 1.58455 2.08228 1.81167  -0.12
16 C 0.17051 0.68074 4.83074  -0.75
17 C 3.18270 3.67996 1.06713  -0.28
18 C 5.78163 0.79868 2.51134  -0.10
19 C -4.77923 -1.40626 -0.33939  -0.12
20 C -3.81341 1.20119 0.00399  -0.08
21 C -3.35051 2.66531 0.15246  -0.53
22 C -3.41786 -1.15111 -0.21252  -0.59
23 C -0.93425 -1.19680 3.31866  -0.07
24 C 4.88073 -1.42759 1.03301  -0.24
25 C 2.39892 1.86027 -4.52243  -0.05
26 C 1.42262 0.45421 -2.80810  -0.35
27 C -7.97234 0.17602 -1.22226  -0.05
28 C 4.91634 -1.43912 2.42176  -0.09
29 C 0.26715 -1.43786 3.99547  -0.18
30 C 1.74984 1.32882 0.62992  -0.29
31 C -5.17212 0.90511 -0.10522  0.00
32 C -1.05527 1.00772 4.23421  -0.15
33 C 2.43537 -5.16621 -2.13508  -0.12
34 C 2.44307 0.73593 -3.72909  -0.05
35 C -7.63547 -0.13953 1.24180  -0.06
36 C 1.30731 2.72274 -4.47395  -0.15
37 C 2.04855 -4.05031 -0.00930  -0.15
38 C 5.34004 -0.34295 3.15015  -0.09
39 C 0.27935 2.47096 -3.51754  -0.01
40 C 2.88638 -4.03216 -2.69609  -0.07
41 C 0.32496 1.37205 -2.71508  0.00
42 C 5.76634 0.85971 1.12969  -0.10
43 C -5.69073 -0.39463 -0.25975  -0.21
44 C -4.56960 3.59106 0.12365  -0.09
45 C -2.87069 0.12838 -0.01541  -0.47
46 C -2.59560 2.90006 1.46613  -0.05
47 C 2.13008 -1.72149 -2.56533  -0.14
48 C 2.25760 3.30709 2.00816  -0.03
49 C 1.85483 -5.12262 -0.81460  -0.10
50 C 5.73498 -2.96969 -1.41834  -0.17
51 C 2.69333 1.78701 -0.31066  -0.14
52 C 1.20575 4.02764 -5.21237  -0.47
53 C 5.31516 -0.25891 0.41581  -0.11
54 C -1.59198 0.01298 3.40919  -0.07
55 C -7.51628 -2.12004 -0.33364  -0.07
56 C 2.66228 -2.77410 -1.94602  -0.33
57 C 1.06486 -2.77098 3.97312  -0.68
58 C 3.44274 2.96349 -0.10035  -0.03
59 C -7.19471 -0.60980 -0.14572  -0.55
60 C -2.45623 3.06762 -1.01964  -0.05
61 H 4.56573 -2.34101 2.88958  0.09
62 H -2.24372 4.15494 -1.02006  0.09
63 H 5.43647 -2.21554 -2.13630  0.01
64 H -5.24495 3.45339 0.96708  0.08
65 H 3.28784 2.10168 -5.12121  0.11
66 H -7.18065 -0.75703 2.02918  0.09
67 H -2.33064 3.95607 1.56355  0.08
68 H 6.07855 1.75241 0.60782  0.09
69 H 5.32857 -0.18015 -0.68360  0.10
70 H 0.80341 1.76000 2.50019  0.06
71 H 2.94932 1.18637 -1.18927  0.07
72 H -6.89668 -2.69106 0.33666  0.06
73 H -8.58981 -2.32975 -0.12421  0.09
74 H -7.68447 -0.19119 -2.21628  0.09
75 H -0.51606 3.19293 -3.49851  0.10
76 H -2.93677 2.79278 -1.99854  0.11
77 H 4.01538 -4.68017 1.85343  0.04
78 H -8.71257 -0.22330 1.37689  0.07
79 H -5.07425 -2.44382 -0.46814  0.08
80 H 3.30445 0.11526 -3.68447  0.09
81 H 5.26652 -0.39499 4.22897  0.10
82 H -3.21099 2.56532 2.30606  0.08
83 H -9.03024 -0.03645 -1.08077  0.07
84 H -7.35624 0.93903 1.36524  0.09
85 H -1.28192 -1.96037 2.64494  0.09
86 H 2.16917 -1.73195 -3.62626  0.11
87 H -2.51256 0.21331 2.85207  0.11
88 H 4.71270 -5.36652 0.40702  0.01
89 H -5.16383 3.49625 -0.82001  0.10
90 H 5.77361 -4.49506 1.56726  0.03
91 H 1.23948 -5.94172 -0.48775  0.09
92 H -7.26924 -2.46598 -1.33723  0.08
93 H -1.46862 1.99631 4.31437  0.08
94 H -1.65750 2.32697 1.53344  0.07
95 H 4.14596 3.29718 -0.85028  0.11
96 H 3.29463 -4.00266 -3.70850  0.11
97 H -7.77697 1.23546 -1.18988  0.07
98 H 2.77875 3.51450 -6.17289  0.04
99 H 2.53990 -6.09850 -2.62286  0.07
100 H -0.36677 1.15931 -1.93715  0.07
101 H 1.63312 -3.90786 0.97524  0.07
102 H 6.02416 1.69412 3.11533  0.11
103 H -1.48611 2.57431 -0.95847  0.06
104 H -5.88194 1.71203 0.00082  0.08
105 H 6.75487 -2.69506 -1.08394  0.04
106 H -4.22943 4.62306 0.23175  0.08
107 H 5.73306 -3.95791 -1.90771  0.03
108 H 2.07361 3.98616 2.83611  0.10

---

Below is an isolated molecule of C6H8, with properties calculated with ωB97M-V/def2-TZVPD.

The total energy comes out at -233.26322 hartree. The structure (SMILES) is C=C1[C@@H]2C[C@]12C. The calculation puts the HOMO energy at -0.313 Eh. Its HOMO-LUMO gap is 9.60 eV.

Each line ends with the Löwdin charge.
Cartesian coordinates (Å):
1 C -0.27526 0.01265 0.09627  -0.32
2 C 2.34236 -0.42137 0.30299  0.03
3 C 1.17970 0.15330 0.05487  -0.27
4 C -1.34429 -1.06366 0.00901  -0.04
5 C 0.39874 1.15970 -0.60088  -0.13
6 C -0.56195 1.42624 0.49877  -0.08
7 H 3.14674 0.23153 -0.15624  0.07
8 H -1.44802 1.89586 0.03453  0.11
9 H -1.19289 -1.94784 0.77221  0.11
10 H -2.44735 -0.75328 0.00944  0.09
11 H -0.27915 2.02330 1.34633  0.09
12 H 2.67955 -1.33880 0.85936  0.07
13 H -1.29796 -1.55217 -1.01187  0.08
14 H 0.52350 1.50174 -1.78246  0.20